No. 1
A 10-piece molecular cluster, C26H49N9O11S overall at a distorted geometry. Source: the Open Molecules 2025 dataset; level of theory: the ωB97M-V functional and the def2-TZVPD basis.

Results
SMILES string = O=S1(=O)OCCO1.c1ccncc1.c1ccncc1.CC(N)=O.CC(N)=O.CC(N)=O.CC(N)=O.CC(N)=O.CC(N)=O.CC(N)=O
total charge = 0
LUMO level = 0.10 eV
spin multiplicity = 1
F_max = 0.1004 Eh/bohr
orbital gap = 9.10 eV

Last column: Mulliken charge in e.
Cartesian coordinates (Å):
O1 -3.679 1.897 -1.786  -0.6324
C1 -4.020 2.944 -2.260  0.6967
N1 -3.753 3.173 -3.489  -0.3431
C2 -5.002 3.859 -1.415  -1.2469
H1 -3.078 2.697 -4.070  0.2739
H2 -3.965 4.134 -3.716  0.2055
H3 -6.056 3.776 -1.680  0.2943
H4 -4.571 4.838 -1.624  0.4946
H5 -4.870 3.601 -0.364  0.2786
O2 0.892 4.883 -1.851  -0.5332
C3 1.693 5.558 -1.300  0.6471
N2 2.354 5.101 -0.285  -0.3134
C4 1.658 6.981 -1.766  -1.1893
H6 2.255 4.101 -0.180  0.2091
H7 3.145 5.648 0.026  0.2106
H8 2.399 7.313 -2.494  0.2979
H9 1.757 7.628 -0.894  0.3749
H10 0.671 7.216 -2.163  0.2745
O3 5.116 -1.068 2.098  -0.6332
C5 4.306 -1.880 1.606  0.3714
N3 4.517 -2.336 0.320  -0.3028
C6 3.272 -2.580 2.454  -0.2140
H11 5.165 -1.803 -0.242  0.2295
H12 4.000 -3.081 -0.126  0.1829
H13 3.907 -2.940 3.263  0.3760
H14 2.744 -3.401 1.968  0.3715
H15 2.495 -1.915 2.829  -0.3218
O4 3.364 2.976 5.243  -0.6914
C7 2.953 2.124 4.518  0.4289
N4 1.793 2.107 3.931  -0.0291
C8 3.798 0.936 4.127  -0.3729
H16 1.202 2.921 4.018  0.2539
H17 1.428 1.217 3.626  0.2528
H18 3.427 0.427 3.237  -0.1502
H19 3.760 0.282 4.998  0.1660
H20 4.772 1.407 3.995  0.4058
O5 0.182 -4.273 0.406  -0.5725
C9 -1.019 -4.264 0.167  0.6539
N5 -1.670 -3.173 -0.170  0.2679
C10 -1.811 -5.556 0.413  -1.4539
H21 -1.243 -2.344 -0.559  -0.0512
H22 -2.675 -3.173 -0.067  0.0713
H23 -2.673 -5.382 1.057  0.3627
H24 -1.064 -6.298 0.698  0.3954
H25 -2.036 -6.090 -0.510  0.3470
O6 -0.621 0.197 -3.564  -0.6218
C11 -0.032 1.278 -3.647  0.6740
N6 -0.607 2.441 -3.317  -0.1760
C12 1.448 1.442 -4.187  -1.0187
H26 -0.124 3.320 -3.206  0.1357
H27 -1.413 2.353 -2.715  0.0753
H28 2.193 1.035 -3.503  0.2125
H29 1.645 2.509 -4.294  0.4315
H30 1.378 1.064 -5.207  0.2388
O7 -4.290 -1.552 1.380  -0.6398
C13 -4.581 -0.759 0.503  0.7794
N7 -3.728 -0.566 -0.478  -0.0518
C14 -6.005 -0.272 0.408  -1.0329
H31 -3.933 0.079 -1.228  0.2944
H32 -2.769 -0.879 -0.450  -0.1131
H33 -5.873 0.560 -0.283  0.2288
H34 -6.561 -0.062 1.322  0.3300
H35 -6.593 -1.153 0.150  0.2514
N8 0.531 -0.514 3.963  -0.1373
C15 -0.426 -1.118 3.129  -0.5433
C16 -1.116 -2.264 3.481  -0.0668
C17 -1.004 -2.688 4.821  -0.8947
C18 0.162 -2.285 5.527  -0.4613
C19 0.843 -1.101 5.164  -0.3699
H36 -0.614 -0.515 2.253  0.5294
H37 -1.767 -2.755 2.773  0.4770
H38 -1.656 -3.450 5.222  0.3966
H39 0.460 -2.768 6.446  0.4267
H40 1.674 -0.649 5.685  0.3567
N9 -0.549 -0.472 -0.312  0.8645
C20 -0.845 0.820 -0.268  -0.5764
C21 -0.025 1.812 0.310  -0.3585
C22 1.307 1.428 0.630  -0.7802
C23 1.728 0.077 0.460  -1.0085
C24 0.772 -0.824 0.007  -0.5297
H41 -1.857 1.194 -0.312  0.4310
H42 -0.439 2.809 0.344  0.6151
H43 1.967 2.235 0.910  0.3476
H44 2.770 -0.099 0.683  0.4726
H45 0.905 -1.892 0.098  0.4900
C25 0.045 -3.378 -3.248  0.1694
C26 1.452 -3.389 -2.615  0.1412
O8 2.429 -3.484 -3.648  -0.3993
S1 1.694 -3.244 -5.094  0.9656
O9 2.365 -4.069 -6.083  -0.5699
O10 1.449 -1.807 -5.509  -0.4620
O11 0.253 -3.883 -4.586  -0.4240
H46 -0.570 -2.480 -3.314  0.0702
H47 -0.554 -4.040 -2.623  0.1274
H48 1.611 -4.034 -1.750  0.3767
H49 1.633 -2.392 -2.215  -0.0173

---

No. 2
C26H49NO4PtSi2 as an isolated structure at a distorted geometry. Source: the Open Molecules 2025 dataset; level of theory: the ωB97M-V functional and the def2-TZVPD basis.

Results
total charge = 0
LUMO level (spin up / spin down) = 0.19 / -2.20 eV
spin multiplicity = 3
relative energy (zero: lowest compared OMol25 entry of this formula, charge and spin) = 0.0 kcal/mol
F_max = 0.0691 Eh/bohr
⟨S²⟩ = 2.035
orbital gap (spin up / spin down) = 5.79 / 5.90 eV

Last column: Mulliken spin population.
Cartesian coordinates (Å):
O1 -1.745 0.589 -1.113  0.0414
O2 -3.128 -3.660 2.598  0.0000
C1 -2.966 1.365 -0.698  0.0095
C2 -3.771 1.816 -1.886  -0.0010
H1 -2.587 2.226 -0.139  -0.0044
H2 -3.485 0.684 -0.019  -0.0004
H3 -3.200 2.553 -2.458  0.0010
H4 -4.686 2.307 -1.542  0.0000
H5 -4.044 0.984 -2.543  0.0003
C3 -1.979 -0.792 -1.552  0.0114
C4 -3.222 -1.432 -0.992  0.0005
H6 -1.100 -1.363 -1.229  -0.0015
H7 -1.996 -0.825 -2.653  -0.0036
H8 -3.215 -1.483 0.102  0.0000
H9 -3.248 -2.467 -1.354  -0.0002
H10 -4.138 -0.954 -1.344  0.0003
C5 -1.752 -4.000 2.499  0.0000
C6 -3.440 -2.841 3.714  0.0001
C7 -1.577 -5.082 1.453  0.0000
H11 -1.381 -4.380 3.472  0.0000
H12 -1.156 -3.107 2.231  -0.0001
H13 -2.170 -5.960 1.723  0.0000
H14 -0.534 -5.387 1.414  0.0000
H15 -1.889 -4.739 0.463  0.0000
C8 -4.903 -3.012 4.076  0.0000
H16 -3.231 -1.783 3.465  -0.0001
H17 -2.819 -3.116 4.588  0.0000
H18 -5.547 -2.977 3.194  0.0000
H19 -5.204 -2.244 4.781  0.0000
H20 -5.040 -3.979 4.564  0.0000
H21 1.822 -1.056 2.126  0.0000
Pt1 -0.041 1.610 -1.799  0.6216
C9 0.794 -0.978 2.407  -0.0006
Si1 0.449 0.676 3.251  -0.0001
H22 0.205 -1.072 1.485  -0.0008
H23 0.553 -1.819 3.074  0.0000
C10 -1.349 1.149 2.904  -0.0018
C11 1.556 2.028 2.555  -0.0098
C12 0.748 0.448 5.099  0.0001
C13 0.110 0.674 -3.496  0.1250
Si2 1.298 -0.785 -3.510  0.0260
H24 0.526 1.427 -4.183  0.0004
H25 -0.858 0.353 -3.913  0.0197
C14 0.668 -2.041 -4.754  0.0192
C15 1.434 -1.612 -1.841  0.0217
C16 2.926 -0.072 -4.077  0.0105
H26 0.213 -0.429 5.493  0.0000
H27 0.410 1.331 5.660  0.0000
H28 1.820 0.308 5.305  0.0000
H29 -1.414 1.665 1.934  0.0010
H30 -1.727 1.833 3.679  -0.0002
H31 -2.001 0.263 2.873  0.0004
H32 1.063 2.528 1.707  0.0079
H33 2.515 1.618 2.208  0.0000
H34 1.753 2.781 3.333  -0.0006
H35 1.039 -2.635 -1.889  -0.0001
H36 0.888 -1.062 -1.065  -0.0111
H37 2.488 -1.664 -1.544  0.0029
H38 3.497 -0.854 -4.592  -0.0001
H39 3.522 0.312 -3.241  0.0020
H40 2.750 0.749 -4.784  0.0006
H41 1.511 -2.628 -5.135  0.0030
H42 0.182 -1.548 -5.607  -0.0011
H43 -0.047 -2.736 -4.298  -0.0002
O3 -0.394 5.357 -0.572  0.1225
C17 0.053 4.248 -0.801  0.0277
O4 -0.565 3.085 -0.525  0.1147
C18 1.425 4.007 -1.319  0.3101
C19 2.458 4.924 -1.523  -0.1273
C20 3.739 4.439 -1.712  0.3392
C21 4.021 3.072 -1.504  -0.0710
C22 5.322 2.540 -1.349  0.0646
C23 5.512 1.267 -0.830  -0.0286
C24 4.401 0.483 -0.460  0.0875
C25 3.111 0.946 -0.681  0.0283
C26 2.914 2.189 -1.301  0.0256
N1 1.646 2.686 -1.493  0.2299
H44 2.179 5.973 -1.519  -0.0053
H45 4.568 5.120 -1.920  0.0207
H46 6.163 3.178 -1.620  0.0018
H47 6.526 0.886 -0.685  0.0004
H48 4.547 -0.490 0.003  0.0066
H49 2.225 0.390 -0.368  -0.0360

---

No. 3
C26H4BCl5F4FeN7O2 as an isolated structure. Source: the Open Molecules 2025 dataset; level of theory: the ωB97M-V functional and the def2-TZVPD basis.

Results
total charge = 0
LUMO level (spin up / spin down) = -1.61 / -3.49 eV
spin multiplicity = 6
relative energy (zero: lowest compared OMol25 entry of this formula, charge and spin) = 28.2 kcal/mol
F_max = 0.0085 Eh/bohr
⟨S²⟩ = 8.807
orbital gap (spin up / spin down) = 7.74 / 6.04 eV

Last column: Mulliken spin population.
Cartesian coordinates (Å):
Fe1 -0.145 1.174 0.360  3.9679
Cl1 -0.935 1.421 3.365  0.0127
C1 -2.297 1.641 2.298  -0.1403
C2 -2.064 1.526 0.934  0.1409
C3 -3.154 1.717 0.103  -0.0611
Cl2 -2.904 1.598 -1.616  0.0051
C4 -4.429 2.003 0.583  -0.0153
Cl3 -5.752 2.229 -0.491  0.0001
C5 -4.621 2.105 1.961  0.0192
Cl4 -6.181 2.456 2.586  0.0026
C6 -3.548 1.924 2.835  -0.0275
Cl5 -3.776 2.048 4.533  0.0001
N1 1.704 1.636 0.619  0.0012
C7 2.734 1.674 1.197  0.0433
N2 3.885 1.754 1.668  0.0351
C8 4.270 1.447 2.896  -0.0046
N3 4.676 1.178 3.942  0.0115
O1 0.863 2.427 -2.231  0.0502
B1 0.707 1.132 -2.623  -0.0390
O2 0.950 0.891 -3.943  -0.0002
C9 1.295 2.149 -4.433  0.0003
C10 1.639 2.498 -5.716  0.0000
C11 1.942 3.842 -5.921  0.0001
C12 1.897 4.769 -4.883  0.0002
C13 1.546 4.400 -3.587  -0.0013
C14 1.248 3.072 -3.403  0.0042
H1 1.671 1.769 -6.513  0.0000
H2 2.219 4.173 -6.912  0.0000
H3 2.140 5.802 -5.087  0.0000
H4 1.507 5.109 -2.772  -0.0001
F1 0.413 -0.870 1.418  -0.0516
C15 0.301 -2.221 1.428  -0.0513
C16 0.489 -2.834 2.644  0.1151
F2 0.759 -2.069 3.689  0.0106
C17 0.401 -4.232 2.787  -0.0572
C18 0.121 -4.937 1.601  0.1012
C19 -0.064 -4.305 0.391  -0.0470
F3 -0.304 -5.060 -0.675  -0.0049
C20 0.006 -2.914 0.259  0.1139
C21 -0.278 -2.261 -1.022  -0.0020
C22 0.042 -1.009 -1.360  0.0729
N4 0.192 0.121 -1.703  0.0355
C23 -1.037 -2.901 -2.056  0.0017
N5 -1.652 -3.354 -2.916  -0.0010
F4 0.025 -6.258 1.621  0.0114
C24 0.585 -4.886 4.047  0.3810
C25 0.591 -6.295 4.190  -0.0324
N6 0.625 -7.433 4.367  0.2159
C26 0.764 -4.185 5.264  -0.0352
N7 0.936 -3.662 6.276  0.2180